1.
{
  "formula": "C14H14N2O12",
  "method": "the ωB97M-V functional and the def2-TZVPD basis",
  "elements": ["C", "N", "O", "O", "H", "H", "H", "C", "N", "O", "O", "H", "H", "H", "C", "C", "C", "O", "C", "C", "C", "O", "O", "O", "H", "H", "H", "H", "C", "C", "C", "O", "C", "C", "C", "O", "O", "O", "H", "H", "H", "H"],
  "xyz": [[-3.137, 0.828, 0.204], [-1.833, 0.215, 0.478], [-1.604, -0.045, 1.623], [-1.136, -0.076, -0.463], [-3.332, 1.132, -0.825], [-3.363, 1.684, 0.829], [-3.804, -0.032, 0.306], [-1.533, -3.422, 1.151], [-2.906, -3.217, 1.646], [-3.474, -2.185, 1.351], [-3.397, -4.074, 2.347], [-0.907, -3.049, 1.967], [-1.392, -2.783, 0.288], [-1.261, -4.464, 1.046], [-0.145, 3.280, -0.632], [0.365, 2.623, -1.685], [-0.370, 2.435, -2.988], [0.187, 1.923, -3.928], [-1.730, 2.976, -2.970], [-2.276, 3.572, -1.904], [-1.513, 3.814, -0.659], [-1.990, 4.451, 0.265], [-3.540, 3.992, -1.873], [1.590, 2.097, -1.551], [0.506, 3.365, 0.227], [-2.294, 2.841, -3.886], [-3.757, 4.299, -0.976], [1.782, 1.427, -2.224], [2.135, -1.164, 0.337], [3.090, -0.310, 0.713], [4.398, -0.766, 1.331], [5.258, -0.056, 1.775], [4.491, -2.236, 1.457], [3.555, -3.083, 1.048], [2.293, -2.623, 0.379], [1.441, -3.373, -0.032], [3.631, -4.414, 1.251], [2.885, 1.002, 0.770], [1.174, -0.745, 0.058], [5.332, -2.553, 2.063], [2.909, -4.817, 0.737], [3.674, 1.530, 0.949]],
  "orbital_gap_ev": 8.080,
  "smiles": "O=C1C=C(O)C(=O)C=C1O.O=C1C=C(O)C(=O)C=C1O.C[N+](=O)[O-].C[N+](=O)[O-]"
}



2.
{
  "formula": "C27H52N3O6S2",
  "method": "the ωB97M-V functional and the def2-TZVPD basis",
  "elements": ["C", "C", "C", "C", "N", "C", "C", "C", "C", "C", "C", "C", "C", "O", "O", "C", "N", "C", "C", "C", "C", "O", "N", "C", "S", "S", "C", "C", "C", "H", "H", "H", "H", "H", "H", "H", "H", "H", "H", "H", "H", "H", "H", "H", "H", "H", "H", "H", "H", "H", "H", "H", "H", "H", "H", "H", "H", "H", "H", "H", "H", "H", "H", "C", "C", "O", "H", "H", "H", "H", "H", "H", "C", "C", "O", "H", "H", "H", "H", "H", "H", "C", "C", "O", "H", "H", "H", "H", "H", "H"],
  "xyz": [[1.576, -1.988, 1.866], [2.616, -1.385, 2.918], [3.278, -0.118, 2.164], [2.471, 1.243, 2.344], [2.003, 1.855, 1.080], [3.117, 2.192, 0.157], [2.662, 2.820, -1.210], [1.530, 2.024, -1.938], [1.724, 0.455, -1.926], [0.384, -0.295, -1.632], [-0.138, -1.142, -2.702], [-1.364, -1.868, -2.446], [-2.038, -2.781, -3.505], [-1.430, -3.685, -3.982], [-3.330, -2.490, -3.902], [-2.009, -1.713, -1.134], [-3.205, -2.410, -0.877], [-1.437, -0.834, -0.125], [-2.001, -0.599, 1.286], [-3.424, 0.244, 1.136], [-3.280, 1.627, 0.279], [-3.975, 0.291, -0.208], [-0.258, -0.168, -0.435], [1.263, 3.088, 1.374], [1.923, 4.336, 2.247], [-0.415, 3.292, 0.736], [-1.345, 4.477, 1.790], [-1.992, 5.625, 0.901], [-3.178, 5.109, 0.005], [1.150, -1.088, 1.336], [0.750, -2.541, 2.373], [2.117, -2.577, 1.087], [3.394, -2.166, 3.136], [2.080, -1.076, 3.872], [3.361, -0.443, 1.092], [4.296, 0.010, 2.611], [3.091, 1.917, 2.991], [1.556, 0.987, 2.956], [3.804, 2.911, 0.695], [3.771, 1.309, -0.091], [3.561, 2.842, -1.886], [2.395, 3.896, -1.008], [0.490, 2.266, -1.594], [1.554, 2.340, -3.020], [2.488, 0.078, -1.203], [2.087, 0.151, -2.946], [0.415, -1.189, -3.668], [-3.560, -1.573, -3.655], [-3.224, -3.343, -1.287], [-3.472, -2.405, 0.104], [-2.265, -1.526, 1.849], [-1.351, 0.087, 1.886], [-4.134, 0.257, 2.034], [-2.695, 1.641, -0.663], [-4.293, 2.091, 0.368], [0.157, 0.445, 0.288], [-2.222, 3.902, 2.205], [-0.730, 4.898, 2.626], [-1.251, 6.103, 0.214], [-2.340, 6.426, 1.608], [-4.025, 4.715, 0.628], [-3.575, 5.912, -0.674], [-2.796, 4.266, -0.628], [-1.042, 0.000, 6.197], [0.395, 0.066, 6.676], [1.259, 0.447, 5.606], [-1.140, -0.717, 5.378], [-1.711, -0.297, 7.007], [-1.367, 0.972, 5.812], [0.722, -0.909, 7.038], [0.501, 0.791, 7.489], [0.968, 1.314, 5.301], [6.597, -2.683, -0.917], [5.683, -1.484, -1.074], [5.481, -0.842, 0.184], [6.172, -3.397, -0.210], [6.751, -3.185, -1.874], [7.568, -2.379, -0.520], [4.706, -1.794, -1.451], [6.109, -0.759, -1.775], [6.344, -0.560, 0.509], [-4.463, -5.366, -6.468], [-5.422, -4.205, -6.647], [-5.595, -3.508, -5.417], [-4.836, -6.056, -5.708], [-4.329, -5.911, -7.404], [-3.486, -5.012, -6.126], [-6.401, -4.564, -6.967], [-5.048, -3.504, -7.400], [-4.729, -3.183, -5.141]],
  "charge": 1,
  "orbital_gap_ev": 7.167
}



3.
{
  "formula": "CH2O2",
  "method": "the ωB97M-V functional and the def2-TZVPD basis",
  "elements": ["C", "H", "H", "O", "O"],
  "xyz": [[-0.119, 0.376, 0.004], [1.832, -0.051, 0.382], [0.105, 1.382, -0.051], [1.023, -0.227, -0.063], [-1.176, -0.221, 0.019]],
  "de_lowest_ev": 0.817,
  "orbital_gap_ev": 11.455,
  "smiles": "O=CO"
}



4.
{
  "formula": "C2H6O2Si",
  "method": "the ωB97M-V functional and the def2-TZVPD basis",
  "elements": ["C", "C", "O", "O", "Si", "H", "H", "H", "H", "H", "H"],
  "xyz": [[2.921, 0.203, -0.652], [1.969, -0.342, 0.156], [-4.394, -0.129, -0.240], [-1.052, 0.271, -0.556], [0.122, 0.107, 0.347], [3.863, -0.346, -0.708], [2.807, 1.050, -1.292], [2.409, -1.191, 0.669], [-3.573, 0.253, -0.068], [-4.887, -0.059, 0.531], [-0.186, 0.183, 1.814]],
  "de_lowest_ev": 2.627,
  "orbital_gap_ev": 10.294,
  "smiles": "C=C[SiH]=O.O"
}



5.
{
  "formula": "C9H14F6N4O5S",
  "method": "the ωB97M-V functional and the def2-TZVPD basis",
  "elements": ["O", "S", "O", "C", "N", "N", "N", "N", "C", "C", "C", "O", "C", "F", "F", "F", "H", "H", "H", "H", "H", "H", "H", "H", "C", "C", "O", "C", "O", "C", "F", "F", "F", "H", "H", "H", "H", "H", "H"],
  "xyz": [[3.742, -4.912, 0.654], [3.037, -3.924, -0.099], [3.050, -3.912, -1.526], [1.289, -4.134, 0.290], [0.878, -3.766, 1.647], [0.258, -4.636, 2.453], [-0.020, -4.104, 3.597], [0.409, -2.873, 3.571], [0.972, -2.638, 2.370], [1.585, -1.323, 2.045], [0.930, -0.610, 0.863], [0.851, -1.434, -0.279], [1.738, 0.645, 0.521], [1.219, 1.179, -0.547], [1.712, 1.509, 1.532], [3.037, 0.336, 0.274], [3.364, -2.691, 0.349], [1.152, -5.214, 0.191], [0.647, -3.658, -0.446], [0.056, -5.600, 2.209], [2.668, -1.416, 1.938], [1.431, -0.716, 2.939], [-0.071, -0.243, 1.099], [1.584, -1.268, -0.887], [-1.229, 5.075, -1.788], [-1.937, 4.543, -0.545], [-3.226, 4.028, -0.750], [-3.342, 2.635, -1.214], [-2.624, 1.772, -0.566], [-3.088, 2.538, -2.749], [-3.577, 3.592, -3.456], [-3.722, 1.447, -3.244], [-1.795, 2.410, -3.114], [-1.927, 5.624, -2.421], [-0.416, 5.745, -1.493], [-0.791, 4.276, -2.383], [-2.083, 5.388, 0.137], [-1.311, 3.815, -0.015], [-4.451, 2.516, -1.160]],
  "de_lowest_ev": 0.000,
  "orbital_gap_ev": 2.433
}



6.
{
  "formula": "C22H32Cl46",
  "method": "the ωB97M-V functional and the def2-TZVPD basis",
  "elements": ["Cl", "C", "C", "Cl", "H", "H", "H", "H", "Cl", "C", "C", "Cl", "H", "H", "H", "H", "Cl", "C", "C", "Cl", "H", "H", "H", "H", "Cl", "C", "C", "Cl", "H", "H", "H", "H", "Cl", "C", "C", "Cl", "H", "H", "H", "H", "C", "Cl", "Cl", "Cl", "H", "C", "Cl", "Cl", "Cl", "H", "C", "Cl", "Cl", "Cl", "H", "C", "Cl", "Cl", "Cl", "H", "C", "Cl", "Cl", "Cl", "H", "C", "Cl", "Cl", "Cl", "H", "C", "Cl", "Cl", "Cl", "H", "C", "Cl", "Cl", "Cl", "H", "C", "Cl", "Cl", "Cl", "H", "C", "Cl", "Cl", "Cl", "H", "C", "Cl", "Cl", "Cl", "H", "C", "Cl", "Cl", "Cl", "H"],
  "xyz": [[-0.226, -1.150, -6.168], [1.526, -1.014, -6.127], [1.859, -0.343, -4.764], [1.519, -1.482, -3.500], [1.821, -0.319, -6.912], [1.905, -2.028, -6.255], [1.196, 0.514, -4.648], [2.914, -0.088, -4.670], [-2.090, 0.380, -0.614], [-0.373, 0.642, -0.097], [-0.410, 0.760, 1.394], [1.293, 0.896, 1.874], [-0.050, 1.643, -0.386], [0.274, -0.188, -0.383], [-0.823, -0.185, 1.745], [-0.997, 1.600, 1.767], [6.377, -3.672, 6.513], [5.823, -3.245, 4.839], [4.451, -2.516, 4.942], [4.093, -2.095, 3.314], [5.616, -4.165, 4.293], [6.612, -2.684, 4.339], [4.446, -1.635, 5.584], [3.607, -3.134, 5.247], [3.612, 1.090, -1.798], [4.268, -0.036, -0.602], [5.574, 0.467, -0.041], [6.276, -0.562, 1.163], [4.281, -1.044, -1.017], [3.525, -0.140, 0.188], [5.286, 1.441, 0.355], [6.237, 0.703, -0.874], [-0.178, -8.394, 5.050], [0.523, -6.832, 4.869], [-0.132, -6.173, 3.647], [0.259, -4.370, 3.623], [1.595, -6.835, 4.670], [0.405, -6.301, 5.814], [-1.210, -6.329, 3.660], [0.105, -6.662, 2.702], [-0.895, 3.783, 5.477], [-0.618, 2.331, 4.584], [0.472, 4.005, 6.626], [-2.492, 3.739, 6.250], [-0.965, 4.668, 4.844], [-1.041, -4.876, -3.493], [-0.908, -4.916, -5.220], [-1.542, -6.514, -2.908], [-2.319, -3.763, -2.977], [-0.110, -4.547, -3.031], [-2.091, 6.095, 1.229], [-3.441, 6.431, 0.124], [-2.589, 5.291, 2.751], [-1.136, 7.522, 1.664], [-1.413, 5.339, 0.834], [-3.155, 5.710, -3.797], [-3.725, 4.033, -3.335], [-2.669, 5.595, -5.513], [-1.786, 6.210, -2.826], [-3.915, 6.473, -3.626], [-3.580, -0.494, -4.900], [-2.897, 0.598, -3.677], [-4.622, 0.477, -5.936], [-4.535, -1.798, -4.181], [-2.779, -0.956, -5.477], [-4.962, -3.952, 0.369], [-3.867, -5.226, 0.009], [-6.677, -4.342, 0.056], [-4.494, -2.400, -0.408], [-4.928, -3.763, 1.442], [4.596, 3.930, 3.856], [5.920, 5.142, 3.904], [5.213, 2.462, 3.082], [3.128, 4.674, 3.138], [4.435, 3.502, 4.845], [-4.140, -0.199, 3.507], [-5.766, -0.763, 4.029], [-4.190, 1.110, 2.279], [-3.051, -1.460, 2.876], [-3.734, 0.235, 4.420], [-7.316, 0.546, -3.353], [-6.868, 0.554, -1.604], [-7.615, 2.193, -3.980], [-8.761, -0.476, -3.664], [-6.425, 0.204, -3.879], [2.658, 5.535, -0.084], [4.094, 4.974, -1.042], [1.535, 4.160, 0.066], [1.937, 6.996, -0.889], [3.047, 5.874, 0.876], [0.519, 3.170, -5.112], [0.273, 2.609, -3.382], [-0.654, 2.389, -6.160], [2.232, 2.935, -5.586], [0.325, 4.239, -5.198], [1.536, -4.421, -0.083], [1.839, -2.666, 0.295], [2.450, -5.006, -1.446], [-0.186, -4.769, -0.221], [1.858, -4.947, 0.815]],
  "orbital_gap_ev": 10.596
}



7.
{
  "formula": "H12O6",
  "method": "the ωB97M-V functional and the def2-TZVPD basis",
  "elements": ["O", "H", "H", "O", "H", "H", "O", "H", "H", "O", "H", "H", "O", "H", "H", "O", "H", "H"],
  "xyz": [[12.893, -8.299, -19.663], [12.054, -7.840, -19.628], [13.048, -8.443, -20.596], [8.510, -7.502, -16.903], [7.960, -7.953, -16.262], [8.313, -6.574, -16.778], [10.156, -7.442, -19.139], [10.010, -8.364, -19.349], [9.626, -7.287, -18.358], [10.221, -10.008, -21.723], [10.092, -10.932, -21.939], [10.628, -9.634, -22.504], [9.065, -5.188, -20.572], [9.297, -4.654, -19.812], [9.477, -6.035, -20.405], [7.688, -9.453, -21.123], [7.424, -9.104, -21.975], [8.638, -9.547, -21.186]],
  "de_lowest_ev": 1.266,
  "orbital_gap_ev": 11.127,
  "smiles": "O.O.O.O.O.O"
}



8.
{
  "formula": "C32H36BCsF9N5O",
  "method": "the ωB97M-V functional and the def2-TZVPD basis",
  "elements": ["Cs", "C", "N", "C", "C", "N", "H", "H", "H", "H", "H", "H", "F", "B", "F", "F", "F", "F", "C", "C", "F", "C", "F", "C", "O", "C", "F", "C", "F", "C", "C", "C", "C", "C", "C", "C", "C", "N", "C", "C", "C", "C", "C", "C", "C", "C", "C", "C", "H", "H", "H", "H", "H", "H", "H", "H", "H", "H", "H", "H", "H", "H", "H", "H", "H", "H", "H", "H", "H", "H", "H", "H", "N", "C", "C", "C", "N", "C", "C", "H", "H", "H", "H", "H", "H"],
  "xyz": [[-0.177, 1.223, 0.534], [-1.425, -0.832, -5.793], [-1.859, -0.355, -4.486], [-3.159, -0.796, -3.982], [-1.276, 0.721, -3.949], [-0.756, 1.654, -3.484], [-1.464, -1.920, -5.809], [-0.401, -0.523, -5.974], [-2.062, -0.445, -6.596], [-3.177, -1.883, -3.935], [-3.973, -0.455, -4.629], [-3.318, -0.406, -2.981], [-6.307, 1.714, 1.420], [-5.134, 0.890, 1.367], [-3.968, 1.714, 1.527], [-5.183, -0.092, 2.406], [-5.068, 0.239, 0.088], [3.681, 6.482, 5.225], [3.183, 5.556, 4.388], [2.340, 4.565, 4.846], [2.027, 4.534, 6.143], [1.825, 3.618, 3.988], [1.023, 2.677, 4.492], [2.110, 3.575, 2.598], [1.625, 2.694, 1.799], [2.982, 4.619, 2.191], [3.331, 4.688, 0.902], [3.499, 5.567, 3.049], [4.316, 6.517, 2.583], [2.638, -5.355, -3.083], [2.373, -3.913, -2.708], [2.786, -2.894, -3.564], [2.532, -1.560, -3.185], [3.022, -0.429, -4.062], [1.876, -1.282, -2.008], [1.424, -2.296, -1.064], [1.722, -3.642, -1.508], [0.833, -1.877, 0.051], [0.373, -2.709, 1.151], [0.512, -4.248, 1.082], [-0.038, -4.915, 2.360], [-1.522, -4.576, 2.540], [-1.679, -3.056, 2.648], [-0.889, -2.540, 3.857], [0.593, -2.896, 3.695], [0.744, -4.419, 3.587], [1.135, -2.263, 2.410], [-1.126, -2.410, 1.372], [3.169, -5.422, -4.035], [1.704, -5.917, -3.175], [3.243, -5.853, -2.320], [3.304, -3.121, -4.493], [3.160, -0.762, -5.097], [3.985, -0.045, -3.708], [2.323, 0.408, -4.051], [1.688, -0.249, -1.734], [1.439, -4.492, -0.903], [1.568, -4.515, 0.975], [-0.026, -4.628, 0.207], [0.080, -5.998, 2.269], [-1.914, -5.067, 3.439], [-2.097, -4.948, 1.683], [-2.733, -2.795, 2.767], [-1.285, -2.972, 4.785], [-1.003, -1.454, 3.928], [1.153, -2.527, 4.559], [0.367, -4.903, 4.496], [1.803, -4.683, 3.486], [2.194, -2.505, 2.274], [1.040, -1.187, 2.403], [-1.260, -1.326, 1.408], [-1.671, -2.769, 0.493], [-2.235, 8.078, -1.246], [-1.801, 6.775, -1.000], [-0.954, 6.488, 0.066], [-0.526, 5.185, 0.248], [-0.876, 4.171, -0.550], [-1.683, 4.456, -1.577], [-2.166, 5.726, -1.840], [-2.129, 8.713, -0.476], [-3.128, 8.155, -1.698], [-0.641, 7.270, 0.751], [0.132, 4.931, 1.078], [-1.944, 3.626, -2.230], [-2.825, 5.899, -2.684]],
  "charge": -2,
  "de_lowest_ev": 1.140,
  "orbital_gap_ev": 4.905
}



9.
{
  "formula": "C14H34F2NO7P",
  "method": "the ωB97M-V functional and the def2-TZVPD basis",
  "elements": ["C", "C", "C", "F", "C", "C", "O", "C", "O", "C", "C", "N", "F", "P", "O", "O", "O", "H", "H", "H", "H", "H", "H", "H", "H", "H", "H", "H", "H", "H", "H", "H", "H", "H", "H", "C", "C", "C", "O", "H", "H", "H", "H", "H", "H", "H", "H", "C", "C", "C", "O", "H", "H", "H", "H", "H", "H", "H", "H"],
  "xyz": [[0.414, -1.322, -1.302], [0.286, -0.532, 0.010], [-1.011, 0.233, 0.109], [-2.036, -0.591, -0.376], [-0.996, 1.603, -0.580], [-2.283, 1.938, -1.312], [-2.552, 1.063, -2.383], [-3.874, 0.556, -2.340], [0.097, 1.640, -1.505], [0.630, 2.911, -1.725], [1.534, 2.868, -3.010], [1.491, 1.568, -3.661], [2.786, 1.012, -3.604], [1.566, 3.586, -0.280], [0.998, 4.859, 0.116], [1.475, 2.510, 0.904], [3.131, 3.699, -0.600], [0.334, -2.389, -1.160], [1.374, -1.090, -1.735], [-0.332, -0.996, -2.010], [0.324, -1.229, 0.838], [1.136, 0.114, 0.129], [-1.238, 0.397, 1.159], [-0.891, 2.343, 0.206], [-3.088, 2.001, -0.583], [-2.164, 2.940, -1.724], [-4.044, 0.005, -1.424], [-4.600, 1.367, -2.359], [-4.040, -0.068, -3.205], [-0.149, 3.636, -1.923], [2.573, 3.024, -2.759], [1.206, 3.613, -3.722], [1.265, 1.659, -4.644], [1.862, 2.949, 1.685], [3.558, 2.848, -0.389], [4.661, -1.030, 1.571], [3.991, -2.339, 1.178], [5.014, -3.384, 0.761], [3.060, -2.111, 0.122], [5.214, -0.616, 0.723], [3.911, -0.293, 1.866], [5.356, -1.171, 2.400], [3.407, -2.715, 2.019], [5.578, -3.039, -0.110], [4.518, -4.313, 0.481], [5.719, -3.594, 1.567], [3.549, -1.777, -0.639], [-4.093, -0.854, 3.608], [-4.597, -1.889, 2.613], [-3.677, -3.100, 2.560], [-4.713, -1.307, 1.318], [-3.103, -0.493, 3.313], [-4.759, 0.009, 3.633], [-4.023, -1.269, 4.615], [-5.602, -2.205, 2.895], [-2.676, -2.805, 2.234], [-4.050, -3.831, 1.842], [-3.596, -3.580, 3.537], [-3.833, -1.021, 1.046]],
  "orbital_gap_ev": 9.585,
  "smiles": "CC[C@H](F)[C@H](COC)O[C@H](CNF)P(=O)(O)O.CC(C)O.CC(C)O"
}



10.
{
  "formula": "CH2N2",
  "method": "the ωB97M-V functional and the def2-TZVPD basis",
  "elements": ["C", "N", "N", "H", "H"],
  "xyz": [[-0.831, 1.830, -0.363], [-1.215, 1.595, 0.679], [0.875, -0.821, -0.225], [1.302, -1.583, 0.323], [-0.131, -1.022, -0.414]],
  "de_lowest_ev": 5.623,
  "orbital_gap_ev": [10.218, 7.157]
}